Entry 1:
Here is a molecular structure, C34H25Br2F4NiO2PTe at a distorted geometry from the OMol25 dataset. Energies are from ωB97M-V with the def2-TZVPD basis set.

Each line ends with the natural charge from an NBO analysis.
Element x y z (Å)
Te 1.48 1.92 0.84  0.176
Br 3.29 -2.32 1.53  0.224
Br -2.33 0.34 7.11  0.058
Ni 1.49 -0.64 1.26  0.570
P 0.96 -1.45 -0.71  0.967
F 4.38 -6.28 -1.61  -0.269
F 1.06 -3.34 -3.09  -0.295
F 4.64 -4.86 0.67  -0.281
F 2.61 -5.49 -3.51  -0.273
O 2.44 0.28 2.78  -0.799
O 2.64 0.78 4.94  -0.615
C -0.02 -1.02 3.32  -0.117
C -2.62 3.53 0.65  -0.253
C 1.92 -3.70 -2.14  0.409
C 2.71 -4.81 -2.37  0.267
C 2.97 -3.34 -0.04  -0.135
C -1.30 4.88 -0.79  -0.229
C -3.65 5.62 -0.31  -0.630
C -1.38 -0.22 5.57  -0.079
C 3.75 -4.47 -0.24  0.305
C 2.89 0.27 -3.92  -0.225
C -1.73 1.48 1.76  -0.659
C 2.03 -2.94 -0.98  -0.437
C 1.42 -0.41 -2.14  -0.397
C 0.63 0.71 -2.37  -0.188
C 2.01 0.33 4.01  0.769
C 0.60 -0.19 4.23  -0.150
C -1.32 -1.46 3.53  -0.229
C -1.55 2.68 0.87  0.078
C -3.13 -3.43 -1.40  -0.187
C -0.20 4.05 -0.60  -0.033
C 1.08 4.38 -1.33  -0.649
C -0.67 -2.18 -1.07  -0.386
C 3.62 -5.21 -1.41  0.306
C -1.46 -1.87 -2.17  -0.179
C -2.69 -2.49 -2.33  -0.200
C -2.01 -1.06 4.66  -0.227
C -0.31 2.96 0.27  -0.324
C -2.34 -3.74 -0.30  -0.225
C 2.08 1.37 -4.17  -0.188
C 2.57 -0.61 -2.89  -0.131
C -1.13 -3.10 -0.13  -0.142
C -2.51 4.66 -0.15  0.007
C 0.95 1.59 -3.39  -0.199
C -0.09 0.22 5.36  -0.198
H 3.78 0.11 -4.51  0.220
H 0.85 4.82 -2.31  0.211
H -3.39 6.59 0.13  0.221
H -0.52 -3.32 0.75  0.205
H 2.34 2.06 -4.96  0.220
H -1.20 5.73 -1.46  0.201
H 1.67 5.10 -0.76  0.225
H 0.33 2.46 -3.57  0.226
H 0.53 -1.40 2.44  0.112
H -1.11 -1.17 -2.92  0.232
H -2.68 -4.47 0.42  0.222
H -1.27 0.60 1.31  0.209
H 0.41 0.88 6.06  0.259
H -4.08 -3.92 -1.54  0.221
H -3.31 -2.25 -3.18  0.222
H 1.69 3.49 -1.48  0.232
H -0.24 0.91 -1.75  0.235
H -3.01 -1.41 4.84  0.228
H -4.55 5.26 0.19  0.213
H -2.79 1.28 1.93  0.214
H -1.80 -2.11 2.80  0.216
H 3.23 -1.44 -2.69  0.202
H -1.25 1.65 2.72  0.232
H -3.89 5.79 -1.36  0.216
H -3.57 3.31 1.12  0.201

LUMO energy (spin up / spin down) (eV): -1.1 / -1.3
Frontier orbital gap (spin up / spin down) (eV): 5.911 / 5.747

=====

Entry 2:
Here is a molecular structure, C34H25ClN5O5RuS2 at a distorted geometry from the OMol25 dataset. Energies are from ωB97M-V with the def2-TZVPD basis set.

Each line ends with the Mulliken spin population.
Element x y z (Å)
Ru 0.43 -1.61 0.72  4.057
Cl -0.45 -4.48 -5.62  0.006
S -1.00 -0.76 -2.26  0.005
S 3.66 5.82 0.46  0.000
O -3.86 -1.01 0.99  0.024
O 1.76 -1.73 4.82  0.015
O -1.74 -1.35 0.27  0.099
O 0.34 -0.94 -1.58  0.020
O 1.83 -2.02 2.58  0.133
N 0.17 0.93 1.47  0.076
N 2.24 5.36 1.16  0.000
N 4.16 4.40 -0.08  0.000
N 2.43 -0.16 0.30  0.065
N -0.91 -1.76 2.58  0.033
C 1.10 3.13 1.43  -0.002
C 3.30 3.47 0.23  0.001
C -1.52 0.92 -1.84  0.001
C -0.55 1.93 -1.82  -0.001
C 1.47 -3.55 -2.22  0.081
C -1.04 -2.54 4.87  -0.002
C -2.56 4.85 -0.54  0.000
C -2.78 1.21 -1.41  0.002
C 1.16 1.80 1.10  -0.008
C -3.13 2.50 -1.05  -0.001
C -2.41 -2.63 4.70  0.005
C -2.71 -1.39 1.12  -0.019
C -0.69 -4.40 -1.62  0.079
C -0.28 -2.09 3.77  0.010
C -0.88 3.22 -1.44  -0.001
C -0.81 1.37 2.18  0.009
C -0.47 -0.38 -3.90  0.007
C -2.23 -1.84 2.50  0.035
C 2.17 4.01 0.94  0.000
C -0.04 -4.22 -3.93  0.080
C 3.29 2.05 -0.12  -0.012
C -0.09 3.61 2.06  -0.001
C 0.56 -3.93 -1.24  -0.138
C 1.24 -1.92 3.76  0.008
C -2.17 3.52 -1.03  0.000
C 2.27 1.17 0.35  -0.023
C 4.34 1.43 -0.87  0.004
C -1.04 2.75 2.44  0.006
C 4.35 0.07 -1.06  -0.003
C -1.05 -4.48 -2.98  -0.048
C -3.01 -2.21 3.58  0.003
C 1.27 -3.82 -3.57  -0.032
C 0.89 -3.60 0.12  0.439
C 3.39 -0.71 -0.39  0.006
H 5.24 -0.38 -1.53  0.000
H -3.02 -3.01 5.53  0.000
H 0.24 -3.92 0.86  -0.022
H 3.41 -1.79 -0.33  0.006
H 2.51 -3.27 -1.98  0.000
H -1.25 0.17 -4.45  0.002
H -0.05 3.91 -1.53  0.000
H -2.14 4.93 0.44  0.000
H -4.10 2.71 -0.67  0.000
H -0.10 4.68 2.17  0.000
H -0.28 -1.32 -4.48  0.000
H 0.48 1.77 -2.22  0.001
H -3.61 4.97 -0.49  0.000
H 1.97 -3.60 -4.39  -0.001
H -1.46 -4.69 -0.95  0.006
H 1.96 -3.57 0.29  -0.017
H -1.58 0.62 2.43  0.000
H -2.15 5.70 -1.09  0.000
H -3.60 0.47 -1.34  0.001
H -1.87 3.01 2.99  0.000
H -0.48 -2.78 5.77  0.001
H -1.98 -4.89 -3.35  -0.002
H 5.04 2.19 -1.21  0.000
H 0.46 0.25 -3.88  0.000
H -4.08 -2.16 3.46  0.001

2S+1: 6
LUMO energy (spin up / spin down) (eV): -1.1 / -1.1
ΔE to the lowest compared entry with this formula, charge and spin (kJ/mol): 96.7
Frontier orbital gap (spin up / spin down) (eV): 5.424 / 6.764
<S²>: 8.766

=====

Entry 3:
Here is a molecular structure, C34H25F4N10O2PPt from the OMol25 dataset. Energies are from ωB97M-V with the def2-TZVPD basis set.

Each line ends with the Mulliken charge.
Element x y z (Å)
Pt 0.05 1.31 -0.58  0.551
P -0.07 3.03 -2.03  1.047
F -2.07 -1.00 -7.40  -0.262
F -4.16 -4.96 -5.78  -0.239
F -1.35 -0.40 -4.94  -0.223
F -3.43 -4.32 -3.33  -0.275
O 0.98 2.43 0.82  -0.561
O 3.80 -4.40 9.30  -0.305
N -2.28 -3.27 -0.53  -0.507
N 1.61 0.16 5.66  -0.190
N -4.83 -5.50 -8.63  -0.290
N 1.18 -0.86 6.28  -0.543
N 1.02 4.34 -4.19  -0.019
N -1.40 4.39 -3.94  0.159
N -3.06 -1.86 -10.07  -0.334
N -0.93 0.11 -1.81  -0.907
N -0.03 5.69 -2.45  0.160
N 0.15 -0.06 1.03  -0.966
C -2.24 -2.78 -1.57  -0.214
C 0.87 -0.18 3.33  1.009
C -3.48 -3.86 -5.59  0.321
C 1.16 1.88 1.95  1.193
C 1.68 -3.51 8.62  -0.320
C -3.55 -3.35 -8.02  1.407
C 1.85 -1.74 6.95  0.558
C -0.28 -1.31 1.09  0.587
C 1.46 0.57 4.44  0.079
C -2.38 -2.34 -4.05  0.515
C -0.35 4.29 -4.89  -0.795
C 1.24 3.13 -3.33  -0.805
C 1.89 1.93 4.22  -0.300
C 3.90 -2.77 7.69  -0.890
C 3.29 -1.87 6.90  -0.227
C -3.26 -2.52 -9.15  -0.250
C -2.42 -1.82 -6.43  0.154
C -1.56 3.20 -3.10  -0.826
C 1.77 2.56 3.03  -1.157
C 3.20 -5.34 10.26  -0.799
C -0.17 -2.07 2.26  -0.971
C 1.07 -2.61 7.83  -0.505
C -2.06 -1.52 -5.17  0.236
C 3.12 -3.61 8.58  0.887
C 0.06 4.74 -1.35  -0.781
C -3.17 -3.02 -6.74  0.106
C -3.11 -3.53 -4.34  0.040
C 0.72 0.49 2.12  0.336
C 1.07 5.64 -3.35  -0.769
C -4.27 -4.53 -8.35  -0.216
C -2.00 -2.00 -2.75  0.161
C -1.30 5.63 -3.17  -0.857
C 0.40 -1.51 3.38  -0.230
C -1.34 -0.82 -2.36  1.266
H 2.10 3.58 2.89  0.477
H 1.11 -4.13 9.29  0.494
H -1.68 2.31 -3.71  0.463
H 2.23 3.20 -2.87  0.433
H -0.39 3.35 -5.45  0.405
H 4.03 -5.95 10.60  0.257
H 3.87 -1.22 6.26  0.452
H 2.32 2.44 5.07  0.538
H -0.54 -3.08 2.26  0.520
H 1.03 6.46 -4.07  0.360
H -2.45 3.30 -2.48  0.423
H 2.46 -5.95 9.76  0.370
H 1.76 4.38 -4.90  0.366
H 2.78 -4.77 11.08  0.401
H -2.12 5.70 -2.47  0.367
H 1.00 4.86 -0.81  0.470
H 4.98 -2.89 7.73  0.487
H 0.49 -2.09 4.29  0.460
H 2.03 5.66 -2.83  0.379
H 0.00 -2.48 7.84  0.496
H 1.22 2.24 -3.96  0.470
H -0.75 4.91 -0.64  0.429
H -0.72 -1.75 0.20  -0.439
H -1.36 6.48 -3.85  0.324
H -0.37 5.13 -5.58  0.359

LUMO energy (eV): -11.9
ΔE to the lowest compared entry with this formula, charge and spin (kJ/mol): 0.0
Net charge: +4
Frontier orbital gap (eV): 5.427

=====

Entry 4:
Here is a molecular structure, C34H25IrN4O7 from the OMol25 dataset. Energies are from ωB97M-V with the def2-TZVPD basis set.

Each line ends with the Mulliken spin population.
Element x y z (Å)
Ir 0.86 0.06 -0.09  1.760
O 1.96 -0.93 1.28  0.209
O -0.44 0.75 -1.55  0.013
O 0.71 2.72 -0.11  0.087
O -1.38 -0.97 -0.56  0.075
O -5.75 0.73 -4.83  0.000
O -3.91 2.09 -5.12  0.000
O 1.56 -1.11 -1.51  0.028
N -0.63 -0.09 2.43  0.369
N 3.03 0.99 -0.21  0.150
N 5.20 0.98 -0.48  0.007
N -0.16 0.77 1.48  0.405
C 5.21 -2.88 -2.33  0.027
C 0.91 3.41 -1.34  0.006
C -3.67 1.21 -4.09  0.000
C 3.55 2.13 0.36  -0.019
C -2.46 -2.61 5.14  0.013
C 3.99 -1.00 -1.37  0.041
C 1.99 -2.73 2.76  -0.088
C 2.81 -2.84 -2.40  0.031
C 0.11 -3.19 4.21  -0.005
C -5.17 1.74 -5.66  0.000
C -1.09 4.20 0.53  -0.079
C 5.18 -1.66 -1.67  -0.015
C 4.00 -3.47 -2.70  -0.017
C -2.17 4.43 1.37  0.140
C -0.51 -4.00 5.17  0.005
C -0.82 1.99 1.50  -0.076
C -1.87 -1.79 4.20  0.037
C -1.90 2.26 2.35  0.165
C -4.83 -0.58 -2.96  0.001
C 4.04 0.30 -0.71  -0.063
C -2.57 3.46 2.28  -0.060
C 4.90 2.13 0.20  0.002
C -1.42 -0.08 -1.42  0.001
C 2.77 -1.61 -1.72  0.014
C -0.58 -2.06 3.71  -0.019
C 1.42 -3.50 3.71  0.188
C -2.59 0.10 -2.32  0.010
C -1.77 -3.72 5.63  0.018
C 1.33 -1.59 2.22  0.341
C -0.40 3.00 0.61  0.128
C 0.05 -1.19 2.72  0.120
C -3.70 -0.72 -2.15  0.006
C -4.78 0.39 -3.92  -0.001
C -2.56 1.09 -3.31  -0.001
H -2.24 -4.36 6.37  0.001
H 2.97 -2.96 2.35  -0.005
H 1.93 -4.37 4.11  0.011
H 1.86 -3.28 -2.67  0.000
H 6.15 -3.36 -2.54  0.002
H -0.77 4.96 -0.17  -0.004
H 2.92 2.85 0.86  0.007
H 0.00 3.38 -1.94  0.000
H 6.13 -1.23 -1.38  0.000
H -5.82 2.61 -5.67  0.000
H -2.22 1.49 3.04  0.004
H -2.71 5.37 1.30  0.009
H -3.41 3.65 2.93  -0.001
H 1.21 4.45 -1.15  0.002
H 3.99 -4.42 -3.21  0.000
H 6.11 0.69 -0.77  0.001
H -3.46 -2.38 5.49  0.001
H -1.69 1.72 -3.44  0.000
H -2.39 -0.93 3.81  0.015
H 5.66 2.83 0.51  0.001
H 1.71 2.89 -1.84  -0.003
H 0.03 -4.87 5.54  0.002
H -5.04 1.33 -6.67  0.000
H -3.67 -1.47 -1.37  0.003
H -5.70 -1.21 -2.83  0.000

2S+1: 5
LUMO energy (spin up / spin down) (eV): 0.5 / -2.0
ΔE to the lowest compared entry with this formula, charge and spin (kJ/mol): 0.0
Frontier orbital gap (spin up / spin down) (eV): 6.874 / 5.797
<S²>: 6.045

=====

Entry 5:
Here is a molecular structure, C34H25N6O4RhS at a distorted geometry from the OMol25 dataset. Energies are from ωB97M-V with the def2-TZVPD basis set.

Each line ends with the Mulliken charge.
Element x y z (Å)
Rh 0.11 0.41 0.07  -1.327
S 0.40 1.52 -2.99  1.342
O -2.89 1.50 2.66  -0.755
O 1.72 1.64 -3.64  -0.761
O -0.90 -0.73 -3.68  -0.505
O -0.69 0.45 -4.52  -0.457
N 0.61 1.88 -1.26  0.765
N 1.47 -0.76 -0.97  0.383
N -1.11 -0.12 -1.40  0.022
N 1.61 1.51 1.20  0.649
N -0.19 -0.65 2.00  -0.036
N -1.61 1.14 0.76  0.579
C 2.19 2.48 0.43  -0.302
C -1.85 5.25 -4.34  1.033
C 3.25 3.29 0.92  1.018
C -0.93 0.17 2.77  0.873
C 3.00 -2.02 -2.87  -0.579
C 2.02 1.37 2.44  0.483
C -2.57 6.48 -4.83  -1.588
C -2.57 1.36 -0.25  -0.402
C -1.27 3.72 -2.56  -0.164
C -0.49 3.00 -3.44  0.369
C 1.68 2.66 -0.88  0.441
C -0.03 -0.79 4.76  -0.458
C 0.96 -1.02 -2.19  1.083
C 3.33 4.41 -1.19  -0.980
C 0.71 -1.65 3.97  -0.657
C -4.54 2.27 -1.25  -0.720
C 0.60 -1.55 2.59  -0.201
C -3.70 2.16 -0.15  -0.476
C -1.91 1.08 2.06  -0.074
C 2.70 -1.16 -0.67  -0.237
C 1.71 -1.62 -3.18  -0.852
C 3.50 -1.81 -1.60  -0.894
C 2.25 3.65 -1.66  -0.736
C 3.03 2.14 3.02  -1.181
C -0.87 0.13 4.15  -0.534
C -4.28 1.58 -2.42  -0.737
C -0.39 3.38 -4.78  -0.704
C -1.07 4.50 -5.21  -0.918
C 3.65 3.09 2.25  -0.775
C -1.95 4.85 -3.02  -1.132
C 3.84 4.25 0.07  -1.025
C -2.31 0.65 -1.43  1.247
C -0.44 -0.54 -2.43  -0.068
C -3.16 0.76 -2.52  -0.679
H -4.94 1.67 -3.27  0.430
H -2.56 5.41 -2.33  0.367
H 0.22 2.79 -5.45  0.488
H 1.54 0.61 3.03  0.140
H -1.48 0.82 4.71  0.488
H -1.34 3.42 -1.52  0.422
H 3.62 -2.48 -3.63  0.438
H -0.99 4.80 -6.25  0.385
H -3.89 2.69 0.77  0.494
H 4.44 3.71 2.66  0.424
H 3.77 5.15 -1.85  0.428
H -5.41 2.91 -1.19  0.417
H 1.27 -1.74 -4.16  0.574
H 1.36 -2.40 4.40  0.426
H 1.86 3.84 -2.65  0.458
H 4.68 4.83 0.43  0.399
H -2.94 0.23 -3.44  0.512
H 4.50 -2.13 -1.32  0.430
H 3.06 -0.92 0.32  0.502
H 3.30 1.98 4.05  0.488
H -3.38 6.75 -4.16  0.364
H 1.15 -2.21 1.94  0.432
H -1.89 7.33 -4.90  0.291
H 0.04 -0.83 5.84  0.436
H -3.00 6.32 -5.83  0.391

LUMO energy (eV): -0.6
ΔE to the lowest compared entry with this formula, charge and spin (kJ/mol): 420.6
Frontier orbital gap (eV): 6.375

=====

Entry 6:
Here is a molecular structure, C34H26BrN6O2SSr at a distorted geometry from the OMol25 dataset. Energies are from ωB97M-V with the def2-TZVPD basis set.

Each line ends with the Mulliken charge.
Element x y z (Å)
Sr 0.09 -1.17 -0.11  1.225
Br -0.82 3.80 -4.74  -0.156
S 1.73 -4.37 -0.75  0.365
O 2.87 -5.15 -1.27  -0.670
O 0.33 1.34 -0.46  -0.741
N 2.00 -2.81 -0.58  -0.254
N -1.98 -0.36 1.52  -0.007
N -0.13 -0.39 -2.84  -0.264
N 2.52 1.28 0.32  -1.546
N 1.43 -2.44 1.69  -0.198
N 2.19 -0.01 0.71  0.414
C -2.94 1.46 2.83  1.341
C -0.34 2.33 3.35  -0.542
C -1.45 3.05 3.86  -0.597
C 2.00 5.90 -1.57  -0.365
C 3.02 -0.94 0.47  0.102
C -3.32 -2.06 0.43  0.940
C 0.60 4.00 -1.16  -0.382
C 1.46 1.86 -0.23  0.406
C -3.69 -4.33 -1.09  -0.594
C 0.75 5.31 -1.60  -0.819
C -0.53 1.21 2.60  -0.205
C -2.35 -2.32 -0.56  -0.581
C -1.62 1.35 -3.52  -0.627
C 3.68 -3.27 1.22  -0.667
C 0.89 0.33 -3.30  -0.259
C -3.18 -0.83 1.27  0.405
C -1.84 0.76 2.30  -0.361
C -4.22 0.95 2.52  -0.919
C -4.61 -4.03 -0.09  -0.576
C 3.10 5.19 -1.09  -0.678
C 3.28 -4.52 1.47  -0.595
C -4.42 -2.89 0.67  -0.823
C 1.84 -4.76 1.30  -0.677
C -1.36 0.12 -2.95  0.052
C 2.94 3.89 -0.64  -0.205
C -0.54 2.08 -3.98  0.092
C 4.33 -0.78 -0.24  -1.697
C 1.07 -3.66 1.87  -0.103
C 2.58 -2.36 0.77  1.214
C 0.74 1.58 -3.88  -0.355
C -2.59 -3.50 -1.30  -0.237
C 1.68 3.28 -0.67  0.375
C -4.35 -0.17 1.77  -0.914
C -2.72 2.62 3.61  -0.852
H -5.10 1.48 2.89  0.390
H -2.15 -0.49 -2.52  0.264
H 1.60 2.15 -4.21  0.430
H 4.71 -2.95 1.24  0.288
H 4.08 5.65 -1.07  0.397
H 0.66 2.68 3.56  0.470
H 3.78 3.32 -0.27  0.442
H 0.32 0.66 2.21  0.559
H 4.37 0.20 -0.71  0.364
H -5.32 -0.55 1.51  0.451
H -3.58 3.16 3.99  0.365
H -3.82 -5.22 -1.70  0.361
H -5.45 -4.69 0.10  0.366
H -5.12 -2.67 1.47  0.406
H 5.16 -0.86 0.46  0.266
H -0.37 3.51 -1.19  0.475
H 3.96 -5.34 1.67  0.369
H -1.29 3.95 4.45  0.375
H -0.10 5.85 -1.98  0.460
H -1.89 -3.79 -2.08  0.377
H -2.63 1.74 -3.58  0.426
H 4.43 -1.57 -0.98  0.435
H 2.13 6.92 -1.92  0.381
H 0.15 -3.84 2.42  0.432
H 1.88 -0.10 -3.17  0.420
H 1.47 -5.76 1.48  0.566

LUMO energy (eV): 2.3
ΔE to the lowest compared entry with this formula, charge and spin (kJ/mol): 127.3
Net charge: -1
Frontier orbital gap (eV): 7.076